C8H15NO3P | the ωB97M-V functional and the def2-TZVPD basis

Frontier orbital gap = 6.942 eV
Max |F| = 8.32 eV/Å
2S+1 = 1
E_LUMO = 2.7 eV
Net charge = -1
Structure (SMILES) = CCP(CC)N(CC=O)CC(=O)[O-]

Geometry as XYZ:
```
28
C8H15NO3P | the Open Molecules 2025 dataset | the ωB97M-V functional and the def2-TZVPD basis
C 3.121 -0.734 -0.291
C 2.334 -0.211 1.049
P 0.513 0.298 0.770
C 0.342 1.929 -0.197
C -1.123 2.637 0.184
N -0.492 -1.020 0.140
C -1.456 -1.589 1.155
C -2.727 -0.627 1.533
O -3.875 -0.808 0.826
C -1.129 -0.727 -1.194
C -0.022 -1.066 -2.360
O 0.082 -2.379 -2.711
O 0.865 -0.102 -3.032
H 4.286 -0.606 -0.076
H 2.940 -1.911 -0.356
H 2.773 -0.169 -1.255
H 2.877 0.700 1.583
H 2.356 -1.102 1.843
H 0.533 1.863 -1.349
H 1.154 2.686 0.238
H -1.358 3.403 -0.691
H -1.997 1.863 0.266
H -1.075 3.231 1.213
H -1.781 -2.660 0.741
H -0.877 -1.817 2.172
H -2.618 0.132 2.419
H -1.648 0.317 -1.290
H -2.000 -1.532 -1.331
```

Löwdin population analysis, charges in e, atoms 1 to 4:
1. C -0.19
2. C -0.44
3. P 0.90
4. C -0.42